A structure of composition C31H43AsIN2O4RhSi3. Source: the Open Molecules 2025 dataset; level of theory: the ωB97M-V functional and the def2-TZVPD basis.

## Properties
- Lowest unoccupied orbital energy (spin up / spin down): 0.0 / -1.2 eV
- Electronic energy: -139593.1936 eV
- Orbital gap (spin up / spin down): 6.85 / 6.30 eV
- Maximum force: 0.003 Eh/bohr
- Multiplicity: 5

Each line ends with the Löwdin charge.
Geometry (Å):
Rh (0.44, 1.64, -0.15)  1.00
I (0.50, 4.08, 1.54)  1.63
C (-1.53, 4.25, 1.08)  -0.49
C (-2.27, 5.12, 1.84)  -0.15
C (-3.59, 5.43, 1.45)  -0.08
C (-4.10, 4.89, 0.30)  -0.03
C (-3.34, 3.99, -0.50)  -0.18
C (-3.86, 3.49, -1.71)  -0.05
C (-3.11, 2.66, -2.48)  -0.10
C (-1.83, 2.25, -2.05)  -0.14
C (-1.28, 2.65, -0.85)  -0.23
C (-2.03, 3.61, -0.09)  -0.26
H (-1.85, 5.57, 2.72)  0.09
H (-4.18, 6.11, 2.05)  0.10
H (-5.10, 5.14, -0.03)  0.11
H (-4.86, 3.79, -2.01)  0.11
H (-3.50, 2.29, -3.43)  0.10
H (-1.27, 1.57, -2.68)  0.09
O (1.73, -2.17, -0.72)  -0.04
C (1.86, -1.14, -0.05)  -0.63
O (0.87, -0.45, 0.40)  -0.28
C (3.24, -0.71, 0.37)  -0.15
C (3.42, 0.23, 1.38)  -0.04
C (4.71, 0.57, 1.78)  -0.08
C (5.81, -0.02, 1.17)  -0.09
C (5.63, -0.95, 0.16)  -0.08
C (4.35, -1.30, -0.24)  -0.02
H (2.56, 0.70, 1.84)  0.09
H (4.85, 1.30, 2.57)  0.11
H (6.81, 0.25, 1.49)  0.10
H (6.49, -1.40, -0.32)  0.10
H (4.18, -2.03, -1.02)  0.12
C (-3.49, -0.81, -2.10)  -0.21
Si (-3.33, -1.10, -0.27)  0.32
C (-4.63, -2.33, 0.30)  -0.21
C (-3.43, 0.46, 0.75)  -0.20
As (-1.19, -2.06, 0.03)  1.08
Si (-0.64, -2.45, 2.30)  0.33
C (1.13, -2.99, 2.46)  -0.18
C (-0.97, -0.85, 3.18)  -0.19
C (-1.77, -3.83, 2.87)  -0.22
Si (-0.66, -3.67, -1.62)  0.33
C (-0.12, -2.76, -3.15)  -0.19
C (0.54, -4.90, -0.90)  -0.21
C (-2.28, -4.57, -1.96)  -0.22
H (-4.36, -0.18, -2.31)  0.04
H (-3.61, -1.75, -2.65)  0.02
H (-2.61, -0.29, -2.49)  0.01
H (-5.62, -1.92, 0.09)  0.04
H (-4.56, -2.52, 1.37)  0.02
H (-4.53, -3.28, -0.23)  0.02
H (-4.18, 1.14, 0.32)  0.04
H (-2.48, 0.99, 0.76)  0.01
H (-3.72, 0.25, 1.78)  0.03
H (1.81, -2.14, 2.41)  0.03
H (1.43, -3.72, 1.71)  0.03
H (1.26, -3.45, 3.45)  0.04
H (-0.43, -0.03, 2.70)  0.01
H (-0.62, -0.92, 4.21)  0.04
H (-2.03, -0.60, 3.20)  0.02
H (-1.56, -4.76, 2.35)  0.03
H (-2.82, -3.58, 2.72)  0.01
H (-1.62, -4.00, 3.94)  0.03
H (0.70, -2.08, -2.94)  0.02
H (-0.96, -2.19, -3.56)  0.02
H (0.20, -3.48, -3.91)  0.04
H (1.49, -4.43, -0.66)  0.01
H (0.71, -5.70, -1.63)  0.04
H (0.11, -5.36, 0.00)  0.03
H (-3.06, -3.92, -2.33)  0.01
H (-2.65, -5.07, -1.06)  0.03
H (-2.10, -5.34, -2.71)  0.04
C (5.40, 4.03, 0.33)  -0.06
N (4.45, 3.24, -0.43)  -0.17
C (4.90, 2.59, -1.55)  -0.07
C (4.10, 1.81, -2.29)  0.02
C (2.73, 1.65, -1.85)  -0.53
O (1.89, 0.92, -2.39)  -0.02
N (2.37, 2.35, -0.72)  -0.08
C (3.16, 3.14, 0.02)  -0.18
O (0.62, 2.28, 2.03)  -0.93
H (6.21, 3.40, 0.70)  0.08
H (4.86, 4.46, 1.17)  0.07
H (5.82, 4.83, -0.28)  0.09
H (5.95, 2.74, -1.79)  0.13
H (4.45, 1.29, -3.17)  0.11

---

A structure of composition C18H18IrN2O4. Source: the Open Molecules 2025 dataset; level of theory: the ωB97M-V functional and the def2-TZVPD basis.

## Properties
- Lowest unoccupied orbital energy: 3.1 eV
- Electronic energy: -32967.3216 eV
- Orbital gap: 6.66 eV
- Maximum force: 0.019 Eh/bohr
- Relative energy (zero: lowest compared OMol25 entry of this formula, charge and spin): 12.4 kJ/mol
- Total charge: -1

Each line ends with the Löwdin charge.
Geometry (Å):
Ir (0.36, 0.65, 0.04)  1.10
C (-2.20, 4.03, -1.79)  -0.10
O (-3.38, 3.25, -1.83)  -0.10
C (-3.33, 1.88, -1.91)  -0.20
C (-4.43, 1.33, -2.53)  -0.04
C (-4.62, -0.05, -2.61)  -0.13
C (-3.69, -0.87, -2.02)  -0.09
C (-2.55, -0.35, -1.37)  -0.15
C (-1.74, -1.34, -0.71)  -0.10
N (-0.66, -1.10, -0.05)  -0.19
N (-0.04, -2.18, 0.56)  0.06
C (1.11, -1.82, 1.06)  -0.48
O (1.63, -0.64, 0.99)  -0.23
C (1.91, -2.85, 1.77)  -0.14
C (1.42, -4.14, 1.96)  -0.04
C (2.18, -5.10, 2.61)  -0.10
C (3.45, -4.77, 3.09)  -0.12
C (3.93, -3.49, 2.92)  -0.10
C (3.17, -2.53, 2.27)  -0.03
C (-2.30, 1.05, -1.34)  -0.27
O (-1.25, 1.62, -0.81)  -0.27
H (-2.54, 5.07, -1.89)  0.09
H (-1.54, 3.79, -2.62)  0.09
H (-1.66, 3.90, -0.86)  0.08
H (-5.16, 2.02, -2.94)  0.11
H (-5.48, -0.46, -3.12)  0.09
H (-3.82, -1.95, -2.04)  0.10
H (-2.07, -2.37, -0.74)  0.12
H (0.43, -4.38, 1.58)  0.10
H (1.79, -6.10, 2.76)  0.09
H (4.04, -5.52, 3.60)  0.09
H (4.91, -3.22, 3.30)  0.09
H (3.54, -1.52, 2.12)  0.11
C (1.11, 3.65, -1.35)  -0.11
O (1.59, 3.39, -0.04)  -0.18
C (1.57, 2.10, 0.38)  -0.43
C (2.64, 1.99, 1.44)  -0.11
H (0.67, 4.64, -1.36)  0.08
H (0.38, 2.90, -1.64)  0.04
H (1.95, 3.63, -2.05)  0.09
H (3.37, 2.80, 1.36)  0.07
H (3.12, 1.02, 1.39)  0.04
H (2.16, 2.06, 2.42)  0.08

---

A cluster of 2 separate species, C8H8N4O4 in total. Source: the Open Molecules 2025 dataset; level of theory: the ωB97M-V functional and the def2-TZVPD basis.

## Properties
- Lowest unoccupied orbital energy: 0.5 eV
- Electronic energy: -22576.5958 eV
- Orbital gap: 9.94 eV
- Maximum force: 0.126 Eh/bohr
- Relative energy (zero: lowest compared OMol25 entry of this formula, charge and spin): 225.2 kJ/mol
- SMILES: O=c1cc[nH]c(=O)[nH]1.O=c1cc[nH]c(=O)[nH]1

Each line ends with the Löwdin charge.
Geometry (Å):
C (-2.63, 1.03, -0.37)  -0.46
C (-3.40, 0.52, -1.52)  0.01
C (-4.13, -0.57, -1.32)  -0.09
C (-3.51, -0.79, 1.03)  -0.51
C (2.10, 0.17, 0.27)  -0.43
C (2.84, 1.27, 0.75)  -0.02
C (4.11, 1.21, 0.77)  -0.08
C (4.18, -1.03, -0.41)  -0.53
H (-2.36, 0.77, 1.64)  0.18
H (-3.38, 1.07, -2.43)  0.11
H (-4.84, -0.96, -2.09)  0.14
H (-4.69, -2.09, -0.02)  0.14
H (2.06, -1.66, -0.42)  0.22
H (2.34, 2.08, 1.07)  0.10
H (4.77, 1.94, 1.02)  0.11
H (5.68, -0.23, 0.34)  0.20
N (-2.83, 0.39, 0.82)  0.21
N (-4.17, -1.25, -0.11)  0.12
N (2.82, -0.85, -0.42)  0.19
N (4.71, 0.21, 0.02)  0.09
O (-1.92, 2.03, -0.44)  0.06
O (-3.50, -1.38, 2.08)  0.09
O (0.88, 0.14, 0.44)  0.06
O (4.85, -2.01, -0.69)  0.09